[1]
Density functional theory data (ωB97M-V with the def2-TZVPD basis set) for a structure of composition C39H37F9OOsP2 at a distorted geometry.

CARTESIAN COORDINATES (ANGSTROEM)
1 Os 0.229 -0.124 2.197
2 C -1.879 0.843 -5.305
3 C -1.902 -0.425 -4.869
4 C -1.036 -1.559 -5.341
5 C 0.299 -1.175 -6.015
6 C 1.224 -0.348 -5.170
7 C 1.251 0.994 -5.047
8 C 0.378 1.986 -5.751
9 C -0.960 1.463 -6.321
10 C 2.007 0.464 3.162
11 H -2.639 1.538 -4.923
12 H -2.689 -0.721 -4.166
13 H -1.603 -2.185 -6.052
14 H -0.820 -2.212 -4.480
15 H 0.825 -2.122 -6.224
16 H 0.095 -0.723 -6.992
17 H 1.989 -0.933 -4.645
18 H 2.048 1.447 -4.448
19 H 0.940 2.444 -6.584
20 H 0.158 2.812 -5.056
21 H -1.488 2.341 -6.729
22 H -0.762 0.806 -7.175
23 H 1.563 1.379 3.624
24 H 2.974 0.679 2.667
25 H 2.190 -0.338 3.898
26 P -1.359 -0.488 0.680
27 P 1.573 0.038 0.548
28 C -0.527 -0.722 -0.928
29 C 0.800 -0.562 -0.970
30 C -2.370 -2.036 0.755
31 C -2.748 -2.755 -0.390
32 C -3.506 -3.923 -0.254
33 C -3.891 -4.357 1.017
34 C -3.530 -3.625 2.150
35 C -2.759 -2.469 2.023
36 C -2.648 0.782 0.242
37 C -2.235 2.116 0.166
38 C -3.162 3.123 -0.117
39 C -4.499 2.797 -0.354
40 C -4.903 1.460 -0.343
41 C -3.979 0.453 -0.057
42 C 3.092 -1.008 0.664
43 C 2.950 -2.286 1.205
44 C 4.087 -3.079 1.409
45 C 5.347 -2.577 1.069
46 C 5.484 -1.293 0.527
47 C 4.351 -0.500 0.325
48 C 2.191 1.709 0.049
49 C 2.373 2.695 1.019
50 C 2.887 3.946 0.674
51 C 3.142 4.238 -0.668
52 C 2.921 3.267 -1.656
53 C 2.449 2.001 -1.298
54 H -1.141 -0.963 -1.794
55 H 1.429 -0.747 -1.839
56 H -2.464 -2.418 -1.387
57 H -3.795 -4.483 -1.140
58 H -4.477 -5.268 1.125
59 H -3.845 -3.941 3.145
60 H -2.439 -1.888 2.901
61 H -1.182 2.363 0.345
62 H -2.832 4.161 -0.149
63 H -5.225 3.587 -0.557
64 H -5.940 1.200 -0.554
65 H -4.304 -0.591 -0.063
66 H 1.956 -2.634 1.510
67 H 3.976 -4.081 1.831
68 H 6.234 -3.194 1.227
69 H 6.469 -0.902 0.262
70 H 4.440 0.511 -0.075
71 H 2.122 2.486 2.057
72 H 3.083 4.677 1.462
73 H 3.512 5.226 -0.942
74 H 3.124 3.495 -2.704
75 H 2.278 1.245 -2.066
76 F -1.895 1.765 5.617
77 C -1.754 0.500 6.086
78 F -1.908 0.533 7.441
79 F -2.744 -0.257 5.561
80 C -0.323 -0.082 5.575
81 O -0.302 -0.090 4.233
82 C 0.737 0.823 6.383
83 F 0.530 0.810 7.733
84 F 2.004 0.394 6.171
85 F 0.658 2.105 5.963
86 C -0.045 -1.562 6.116
87 F -0.172 -1.675 7.467
88 F -0.902 -2.425 5.526
89 F 1.216 -1.956 5.789

* spin multiplicity: 5
* HOMO-LUMO gap (spin up / spin down): 0.243 / 0.108 Ha
* E_tot: -3254.9701 a.u.
* highest occupied orbital energy (spin up / spin down): -13.11 / -13.11 eV
* total charge: +2
* maximum force: 9.3 eV/Å
* E_LUMO (spin up / spin down): -6.50 / -10.18 eV
* ΔE to the lowest compared entry with this formula, charge and spin: 25.0 kJ/mol

Mulliken atomic charge list, values in e, 5 entries: 1.180 -0.408 -0.420 -0.464 -1.111

[2]
Density functional theory data (ωB97M-V with the def2-TZVPD basis set) for a cluster of 2 separate species, C5H5NO in total at a distorted geometry.

CARTESIAN COORDINATES (ANGSTROEM)
1 C -0.715 -0.179 -0.155
2 C 0.348 -1.046 -0.317
3 C 1.649 -0.287 -0.078
4 C 1.248 1.199 -0.225
5 C -0.131 1.235 -0.120
6 H -1.979 -1.613 0.167
7 H -2.624 -0.137 1.452
8 H 0.163 -2.049 -0.658
9 H 2.055 1.941 -0.110
10 H -0.833 2.110 0.065
11 N -2.022 -0.440 -0.152
12 O 2.841 -0.734 0.131

* spin multiplicity: 1
* HOMO-LUMO gap: 0.254 Ha
* E_tot: -323.3036 a.u.
* highest occupied orbital energy: -8.77 eV
* maximum force: 7.3 eV/Å
* E_LUMO: -1.86 eV
* ΔE to the lowest compared entry with this formula, charge and spin: 567.4 kJ/mol

Mulliken atomic charge list, values in e, 5 entries: 0.530 -0.530 0.462 -0.529 -0.260

[3]
Density functional theory data (ωB97M-V with the def2-TZVPD basis set) for a structure of composition C11H19NOTm at a distorted geometry.

CARTESIAN COORDINATES (ANGSTROEM)
1 C -0.973 1.219 -3.067
2 C 0.416 1.017 -3.330
3 C 1.161 1.922 -2.513
4 C 0.227 2.698 -1.748
5 C -1.094 2.241 -2.070
6 Tm 0.047 0.407 -0.882
7 N -1.003 -1.724 -1.038
8 C -0.653 -3.041 -1.462
9 C 0.713 -2.447 -1.749
10 H 2.241 2.076 -2.550
11 H 0.833 0.358 -4.093
12 H 0.473 3.542 -1.105
13 H -2.025 2.667 -1.700
14 H -1.798 0.723 -3.578
15 H 0.956 -2.124 -2.767
16 H -1.184 -3.403 -2.357
17 H -2.032 -1.663 -0.964
18 H 1.524 -2.613 -1.036
19 H -0.658 -3.778 -0.647
20 C 1.405 -0.613 3.046
21 C 0.292 0.198 2.391
22 C -1.023 -0.585 2.447
23 C 0.154 1.560 3.063
24 O 0.649 0.444 1.039
25 H 1.212 -0.745 4.119
26 H 2.372 -0.113 2.926
27 H 1.482 -1.608 2.590
28 H -1.287 -0.830 3.485
29 H -1.846 0.001 2.015
30 H -0.946 -1.517 1.869
31 H 1.084 2.129 2.946
32 H -0.649 2.140 2.589
33 H -0.070 1.463 4.132

* spin multiplicity: 3
* HOMO-LUMO gap (spin up / spin down): 0.139 / 0.131 Ha
* E_tot: -1645.6680 a.u.
* highest occupied orbital energy (spin up / spin down): -0.95 / -0.69 eV
* total charge: -1
* maximum force: 5.9 eV/Å
* E_LUMO (spin up / spin down): 2.84 / 2.87 eV

Mulliken atomic charge list, values in e, 5 entries: -0.296 -0.444 -0.482 -0.525 -0.519

[4]
Density functional theory data (ωB97M-V with the def2-TZVPD basis set) for a cluster of 13 separate species, C33H92O33S10 in total at a distorted geometry.

CARTESIAN COORDINATES (ANGSTROEM)
1 O 17.643 12.091 14.676
2 S 16.486 12.180 13.832
3 O 16.703 12.989 12.655
4 O 16.065 10.723 13.310
5 C 16.093 9.693 14.277
6 C 15.580 8.460 13.631
7 C 15.054 12.698 14.697
8 H 15.265 9.865 14.967
9 H 17.090 9.614 14.744
10 H 15.537 7.641 14.286
11 H 16.059 8.077 12.759
12 H 14.515 8.632 13.504
13 H 14.264 12.688 13.920
14 H 15.289 13.666 15.198
15 H 14.795 12.006 15.475
16 O 18.743 20.207 14.246
17 S 19.259 21.462 13.824
18 O 18.390 22.624 13.740
19 O 20.481 21.817 14.805
20 C 21.151 20.656 15.571
21 C 22.498 20.304 14.897
22 C 19.982 21.226 12.235
23 H 20.487 19.832 15.553
24 H 21.296 21.143 16.507
25 H 22.333 20.240 13.835
26 H 22.688 19.208 15.134
27 H 23.328 20.949 15.173
28 H 19.158 21.236 11.566
29 H 20.292 20.191 12.189
30 H 20.789 21.990 12.119
31 O 15.275 12.097 17.444
32 S 16.118 11.102 18.182
33 O 16.793 10.149 17.334
34 O 17.095 11.834 19.149
35 C 17.793 12.927 18.481
36 C 19.080 13.142 19.300
37 C 15.164 10.210 19.351
38 H 17.151 13.826 18.491
39 H 17.974 12.719 17.445
40 H 19.765 12.360 19.019
41 H 18.762 12.957 20.292
42 H 19.624 14.081 19.164
43 H 14.335 9.817 18.823
44 H 14.798 10.917 20.102
45 H 15.853 9.428 19.781
46 O 9.156 12.951 14.798
47 S 9.936 14.057 15.270
48 O 11.394 13.916 15.221
49 O 9.509 15.368 14.432
50 C 10.454 16.539 14.578
51 C 9.892 17.614 13.723
52 C 9.495 14.414 16.992
53 H 11.456 16.190 14.314
54 H 10.339 16.866 15.638
55 H 9.873 17.223 12.734
56 H 10.618 18.467 13.761
57 H 8.953 17.925 14.129
58 H 9.755 15.445 17.241
59 H 10.196 13.890 17.582
60 H 8.426 14.192 17.225
61 O 13.857 21.946 17.372
62 S 15.219 21.454 17.397
63 O 15.681 20.661 18.512
64 O 15.476 20.705 16.059
65 C 14.563 20.873 14.887
66 C 15.093 19.785 13.941
67 C 16.402 22.785 17.347
68 H 14.614 21.880 14.501
69 H 13.519 20.649 15.297
70 H 14.703 19.890 12.884
71 H 14.708 18.794 14.342
72 H 16.155 19.797 13.898
73 H 17.332 22.313 17.115
74 H 16.428 23.148 18.369
75 H 16.233 23.566 16.625
76 O 13.221 17.241 12.740
77 S 13.359 16.194 11.768
78 O 12.600 16.197 10.561
79 O 14.902 16.073 11.195
80 C 15.904 15.844 12.224
81 C 17.217 16.421 11.754
82 C 13.098 14.681 12.599
83 H 15.953 14.839 12.533
84 H 15.579 16.420 13.082
85 H 18.001 16.060 12.412
86 H 17.316 17.502 11.733
87 H 17.519 16.135 10.732
88 H 13.474 14.858 13.603
89 H 13.682 13.903 12.119
90 H 12.037 14.406 12.688
91 O 9.311 17.660 17.998
92 S 9.883 18.529 18.971
93 O 11.232 18.233 19.339
94 O 9.705 20.025 18.480
95 C 10.508 20.272 17.295
96 C 9.418 20.812 16.342
97 C 9.022 18.651 20.499
98 H 10.960 19.320 16.956
99 H 11.352 20.964 17.618
100 H 8.707 20.021 16.179
101 H 9.854 21.083 15.466
102 H 8.932 21.711 16.733
103 H 8.162 19.294 20.326
104 H 9.660 19.157 21.240
105 H 8.663 17.690 20.851
106 O 10.596 17.130 22.527
107 S 10.630 16.222 23.615
108 O 9.471 16.070 24.437
109 O 11.151 14.735 23.068
110 C 11.946 14.912 21.910
111 C 12.569 13.568 21.685
112 C 12.033 16.646 24.693
113 H 12.625 15.739 22.127
114 H 11.331 15.177 20.997
115 H 11.842 12.782 21.454
116 H 13.181 13.300 22.503
117 H 13.136 13.673 20.822
118 H 12.084 15.776 25.338
119 H 11.844 17.534 25.325
120 H 13.031 16.715 24.061
121 O 20.656 16.860 15.284
122 S 20.430 15.740 16.177
123 O 21.226 15.596 17.362
124 O 18.927 15.697 16.570
125 C 17.903 16.106 15.570
126 C 17.523 17.555 15.715
127 C 20.591 14.277 15.225
128 H 16.947 15.548 15.825
129 H 18.315 15.768 14.632
130 H 17.073 17.686 16.736
131 H 16.695 17.663 14.990
132 H 18.354 18.214 15.506
133 H 20.304 13.490 15.925
134 H 21.604 14.244 14.957
135 H 19.859 14.335 14.392
136 O 13.132 17.947 16.671
137 S 13.974 16.800 16.844
138 O 14.616 16.315 15.639
139 O 15.066 17.049 17.984
140 C 14.584 17.711 19.207
141 C 15.710 18.002 20.160
142 C 12.973 15.543 17.586
143 H 14.001 16.992 19.833
144 H 13.943 18.600 18.860
145 H 16.411 17.213 20.346
146 H 15.193 18.210 21.100
147 H 16.310 18.802 19.786
148 H 12.228 15.535 16.818
149 H 12.579 15.816 18.571
150 H 13.629 14.679 17.547
151 C 9.997 10.539 18.878
152 O 10.900 11.602 18.584
153 H 9.319 10.787 19.731
154 H 9.418 10.280 17.995
155 H 10.524 9.621 19.123
156 H 11.403 11.396 17.739
157 C 11.460 10.377 15.282
158 O 12.281 11.002 16.265
159 H 10.489 10.802 15.223
160 H 11.882 10.359 14.308
161 H 11.369 9.304 15.605
162 H 12.224 11.973 16.071
163 C 12.699 19.869 21.915
164 O 12.991 18.457 21.977
165 H 13.692 20.325 21.959
166 H 12.261 20.056 20.920
167 H 12.004 20.097 22.756
168 H 12.163 17.946 21.947

* spin multiplicity: 1
* HOMO-LUMO gap: 0.383 Ha
* E_tot: -7777.1073 a.u.
* highest occupied orbital energy: -10.25 eV
* maximum force: 3.6 eV/Å
* E_LUMO: 0.17 eV
* ΔE to the lowest compared entry with this formula, charge and spin: 133.8 kJ/mol

Mulliken atomic charge list, values in e, 5 entries: -0.616 1.357 -0.848 -0.403 0.406